Record 1
DFT (wB97M-V/def2-TZVPD) results for a structure of composition C27H28HgN2Si at a distorted geometry.

Structure (XYZ):
```
59
Properties=species:S:1:pos:R:3:lowdin_charge:R:1
C 0.60482 2.58789 1.34693 -0.185
C -0.37789 2.68559 0.32182 -0.226
C -1.65517 2.52440 0.91263 -0.222
H -0.21879 2.82629 -0.74551 0.043
C -1.47846 2.32846 2.30410 -0.212
C -0.07733 2.35276 2.57166 -0.190
H 0.39506 2.19959 3.54274 0.068
H 1.68152 2.64126 1.18362 0.062
H -2.61137 2.51756 0.40560 0.051
H -2.26893 2.17288 3.04762 0.064
Hg -2.63999 -1.54762 0.73422 0.443
C -2.13675 -2.25724 -2.55082 -0.060
H -3.00985 -2.54178 -1.98575 -0.007
H -1.62250 -3.20557 -2.78418 0.067
H -2.42588 -1.76085 -3.49914 0.055
Si -0.66866 -0.14657 -2.45122 0.796
C 1.07751 -0.29174 -2.93411 -0.314
C 1.76814 0.92209 -2.73833 -0.096
H 1.20220 1.83224 -2.51274 0.103
C 3.15080 0.92698 -2.77361 -0.058
H 3.66526 1.86093 -2.57946 0.114
C 3.84041 -0.26168 -3.04526 -0.061
H 4.93548 -0.25930 -3.06735 0.111
C 3.14513 -1.45540 -3.29974 -0.078
H 3.67132 -2.38514 -3.52071 0.106
C 1.74828 -1.48263 -3.26022 -0.093
H 1.17895 -2.39505 -3.46493 0.101
C -1.83176 1.09885 -3.12202 -0.329
C -1.32103 1.95189 -4.10482 -0.096
H -0.35179 1.73403 -4.55817 0.102
C -2.05272 3.10313 -4.42200 -0.061
H -1.63045 3.78019 -5.16742 0.109
C -3.26759 3.36116 -3.76836 -0.064
H -3.80688 4.26895 -4.01199 0.107
C -3.79543 2.46743 -2.84231 -0.064
H -4.74119 2.65700 -2.34243 0.112
C -3.08174 1.31481 -2.51646 -0.089
H -3.43515 0.60967 -1.76324 0.083
H -0.54495 0.55920 -1.17873 0.023
H -1.43643 -1.46816 -1.96591 -0.087
N -1.17924 -0.44535 4.15252 0.128
C -0.04942 -1.08915 4.53638 -0.250
C 0.38441 -1.11355 5.86904 -0.044
C 1.51009 -1.87996 6.21184 -0.092
C 2.21560 -2.58176 5.23595 -0.069
C 1.88700 -2.48831 3.85890 -0.170
C 2.60673 -3.10719 2.82092 -0.024
C 2.26946 -2.85882 1.50940 -0.067
C 1.15054 -2.05200 1.23918 -0.154
N 0.36296 -1.57781 2.20948 0.085
C 0.73121 -1.73219 3.49265 -0.167
H -1.53543 -0.47270 3.20927 -0.002
H -1.69272 0.06475 4.85810 0.105
H -0.20377 -0.52705 6.58280 0.108
H 1.80971 -1.88604 7.25724 0.100
H 3.06145 -3.19432 5.53769 0.098
H 3.40887 -3.76579 3.11651 0.111
H 2.82607 -3.31796 0.69761 0.096
H 0.86032 -1.80130 0.21054 0.080
```

orbital gap (alpha / beta): 3.47 / 3.47 eV
E_LUMO (alpha / beta): -0.069 / -0.069 Eh
largest force on an atom: 3.3 eV/Å


Record 2
DFT (wB97M-V/def2-TZVPD) results for a cluster of 2 separate species, C27H28N2O4S3 in total at a distorted geometry.

Structure (XYZ):
```
64
Properties=species:S:1:pos:R:3:lowdin_charge:R:1
C 0.58020 3.27122 -2.87237 -0.078
C -0.12627 3.36128 -1.67148 -0.062
C 0.45936 2.93055 -0.48043 -0.062
C 1.75774 2.43505 -0.49719 -0.286
S 2.47347 1.81604 1.03826 0.696
C 2.60547 0.02955 0.77600 -0.359
C 3.79613 -0.57900 0.92992 0.071
S 1.10723 -0.90806 0.43277 0.699
C 1.35339 -1.65925 -1.18369 -0.268
C 0.86957 -1.01348 -2.32278 -0.052
C 1.23128 -1.48491 -3.58549 -0.068
C 2.01299 -2.63488 -3.71152 -0.074
C 2.36999 -3.35282 -2.56746 -0.069
C 2.04073 -2.86745 -1.29906 -0.060
O 1.01903 -1.96037 1.41616 -0.288
O 0.02174 0.02510 0.23191 -0.307
O 3.82001 2.33165 1.13326 -0.307
O 1.51023 2.04406 2.08668 -0.290
C 2.50441 2.41825 -1.67479 -0.059
C 1.89728 2.80421 -2.87181 -0.078
H 0.10818 3.57228 -3.80900 0.106
H -1.14238 3.75613 -1.64656 0.110
H -0.08948 2.95995 0.45698 0.118
H 3.85153 -1.66310 0.89548 0.085
H 4.68100 0.02796 1.08442 0.052
H 0.24223 -0.13108 -2.21342 0.112
H 0.90698 -0.93754 -4.46810 0.107
H 2.34083 -2.97091 -4.69653 0.107
H 2.92417 -4.28668 -2.65217 0.107
H 2.32597 -3.40074 -0.39500 0.114
H 3.53922 2.08175 -1.64440 0.119
H 2.46051 2.74209 -3.80372 0.107
C 5.54957 -1.25779 4.26740 -0.074
C 6.88308 -0.55509 4.00511 -0.404
C 7.16792 0.56291 5.00722 -0.073
C 7.02025 -0.06362 2.54994 -0.323
C 8.45599 0.37089 2.29462 -0.138
C 8.87629 0.27872 0.84750 -0.109
N 8.50064 -1.05537 0.35522 -0.042
C 9.12878 -1.70675 -0.70407 -0.241
C 8.52029 -2.93219 -0.99320 -0.479
C 9.03591 -3.73183 -2.00964 -0.087
C 10.09433 -3.23623 -2.78565 -0.092
C 10.64908 -1.97260 -2.52236 -0.083
C 10.19157 -1.20527 -1.44397 -0.016
S 7.09059 -3.18716 -0.02808 1.075
C 7.33513 -1.63276 0.79001 -0.581
N 6.53903 -1.13229 1.65778 0.038
H 4.69261 -0.57263 4.17831 0.086
H 5.41740 -2.07821 3.55075 0.065
H 5.55578 -1.68300 5.27998 0.078
H 7.67592 -1.31841 4.12747 0.138
H 6.51248 1.43140 4.83383 0.090
H 7.00216 0.19886 6.02995 0.080
H 8.21440 0.89111 4.93958 0.071
H 6.33847 0.79710 2.39307 0.147
H 8.58703 1.39732 2.65558 0.124
H 9.13516 -0.26204 2.88842 0.129
H 8.39147 1.05273 0.23080 0.142
H 9.95889 0.36849 0.74708 0.117
H 8.59419 -4.71061 -2.16892 0.106
H 10.48806 -3.84053 -3.60375 0.102
H 11.44422 -1.57633 -3.15259 0.103
H 10.61964 -0.23635 -1.18362 0.106
```

orbital gap: 7.83 eV
E_LUMO: -0.003 Eh
SMILES: C=C(S(=O)(=O)c1ccccc1)S(=O)(=O)c1ccccc1.CC(C)[C@H]1CCN2C(=N1)Sc1ccccc12
largest force on an atom: 1.8 eV/Å


Number 1: E_tot -1597.86353 Eh. Number 2: E_tot -2650.64321 Eh.